C36H92Cl2O11Si2 as an isolated structure in a non-equilibrium geometry, computed with the ωB97M-V functional and the def2-TZVPD basis.

The geometry in ORCA input format:
```
! RIJCOSX wB97M-V def2-TZVPD def2/J DEFGRID3
* xyz 0 1
C 6.85166 -0.07596 0.81741
C 7.09941 1.31922 1.12752
C 5.98870 2.44601 0.97597
Si 4.27544 1.78829 0.40331
O 2.94899 2.44020 1.30452
Si 1.73351 1.27077 1.62576
C 0.81138 0.67902 0.02362
Cl 1.65623 -0.38836 -1.21537
C -0.53805 1.05509 -0.19025
C -1.37407 1.95649 0.84692
Cl -1.41483 0.47274 -1.69510
H 6.25833 -0.68926 1.57756
H 7.23956 -0.51180 -0.15892
H 8.15698 1.56115 1.49296
H 5.93633 2.99758 1.98406
H 6.37033 3.18897 0.19292
H 4.10802 2.27390 -0.98826
H 4.18122 0.33096 0.34514
H 0.75759 1.95903 2.50670
H 2.18714 0.12379 2.43194
H -1.31738 1.44849 1.88483
H -2.45088 1.89578 0.54318
H -0.97432 3.01388 0.91042
C -2.63683 5.77496 -0.63813
C -3.35802 5.52665 0.67719
C -3.56806 6.82033 1.44587
O -2.59396 4.61941 1.47391
H -1.64613 6.20735 -0.46392
H -2.48221 4.83486 -1.17485
H -3.20586 6.45337 -1.27811
H -4.32396 5.05367 0.48244
H -2.60945 7.28776 1.69157
H -4.07684 6.62561 2.39356
H -4.16496 7.53046 0.86836
H -1.73695 5.02893 1.65144
C -0.79038 8.65462 5.32235
C -0.09469 7.78395 4.28787
C 1.41236 7.98480 4.31874
O -0.59012 8.10260 2.98814
H -0.60602 9.71567 5.12625
H -1.87263 8.50841 5.28144
H -0.44399 8.42153 6.33207
H -0.32905 6.73275 4.47505
H 1.67207 9.02291 4.08823
H 1.89802 7.36185 3.56347
H 1.82463 7.73158 5.29841
H -0.38852 9.03003 2.81178
C -7.03619 3.73585 -1.47964
C -7.65640 4.99352 -0.88998
C -8.97506 5.32980 -1.56923
O -6.75135 6.08629 -1.04149
H -6.82182 3.86913 -2.54515
H -6.08446 3.51174 -0.99053
H -7.70044 2.87569 -1.36279
H -7.81997 4.85506 0.18197
H -8.82612 5.51761 -2.63763
H -9.40430 6.24075 -1.14429
H -9.69686 4.51697 -1.45514
H -6.59951 6.21770 -1.98594
C 3.31264 -3.30015 0.25153
C 4.56566 -3.66646 1.03185
C 4.43536 -5.03659 1.67818
O 4.79951 -2.68515 2.04247
H 2.43988 -3.25910 0.91135
H 3.41604 -2.30919 -0.19796
H 3.11569 -4.02519 -0.54211
H 5.43071 -3.65662 0.36348
H 3.60119 -5.05564 2.38746
H 5.33710 -5.28195 2.24406
H 4.27257 -5.81330 0.92737
H 4.04015 -2.68632 2.63853
C -7.86668 1.33246 -4.48463
C -8.49433 2.64844 -4.91571
C -9.21517 2.50964 -6.24688
O -7.47802 3.64566 -5.02767
H -7.12343 0.99558 -5.21385
H -7.34347 1.45178 -3.53203
H -8.62248 0.55204 -4.37272
H -9.19861 2.98753 -4.15048
H -8.51995 2.21477 -7.03943
H -9.65088 3.46529 -6.54787
H -10.01245 1.76493 -6.18802
H -6.85058 3.35571 -5.70140
C -4.26052 -1.48426 -5.37522
C -5.15245 -1.40330 -4.14618
C -4.66412 -2.32978 -3.04473
O -6.48781 -1.75180 -4.50512
H -4.25927 -2.49730 -5.78993
H -4.62950 -0.82067 -6.16153
H -3.23172 -1.20443 -5.13583
H -5.17549 -0.37511 -3.77542
H -4.67460 -3.37398 -3.37329
H -5.32141 -2.26652 -2.17395
H -3.64803 -2.07228 -2.73578
H -6.48252 -2.65883 -4.83517
C 9.11045 -7.32114 1.35594
C 8.21182 -7.23246 2.57894
C 8.69687 -8.14923 3.69003
O 6.87700 -7.59218 2.21707
H 9.11791 -8.33806 0.94976
H 8.74303 -6.66608 0.56168
H 10.13514 -7.03572 1.59721
H 8.18346 -6.20082 2.93969
H 8.68952 -9.19491 3.36541
H 8.03468 -8.08285 4.55769
H 9.71065 -7.88869 4.00326
H 6.89104 -8.50263 1.89681
C -12.43049 6.64081 -4.15953
C -12.52876 5.32690 -4.91891
C -12.38107 4.13588 -3.98472
O -11.51074 5.27706 -5.91615
H -11.45526 6.73695 -3.67147
H -12.52699 7.48739 -4.84377
H -13.21038 6.71623 -3.39777
H -13.49064 5.27192 -5.43511
H -11.40388 4.14677 -3.49082
H -12.44246 3.19915 -4.54468
H -13.15942 4.13627 -3.21769
H -10.65505 5.32503 -5.47034
C 13.00532 -7.76911 -1.57174
C 12.99263 -6.70252 -0.48793
C 14.40248 -6.35888 -0.03326
O 12.23363 -7.16740 0.62722
H 13.45579 -8.69562 -1.20165
H 11.98609 -8.01400 -1.88089
H 13.56576 -7.43502 -2.44818
H 12.49836 -5.80295 -0.86353
H 14.90071 -7.23713 0.38951
H 14.37778 -5.60004 0.75271
H 15.00468 -5.98251 -0.86369
H 12.66178 -7.96304 0.96766
C 5.13774 -9.79250 5.71891
C 4.54557 -8.53729 6.33994
C 3.21835 -8.17303 5.69297
O 5.46025 -7.45473 6.18644
H 5.33308 -9.64490 4.65188
H 6.09586 -10.03608 6.18510
H 4.46509 -10.64600 5.83516
H 4.40149 -8.69089 7.41256
H 3.34813 -7.96996 4.62516
H 2.81019 -7.26356 6.14091
H 2.48816 -8.97788 5.80874
H 5.59449 -7.31057 5.24006
*
```

Properties
- Frontier orbital gap: 0.266 Eh
- HOMO energy: -7.1862 eV
- Calculated total energy: -102142.854 eV